No. 1
The following is a quantum chemistry calculation of 2 unconnected molecules or ions with the total composition C34H64F3N5O8S in a non-equilibrium geometry, from the OMol25 dataset.

Results
Net charge: +1
Molar mass, g mol⁻¹: 760.0
E_LUMO (alpha / beta), eV: -2.83 / -2.83
HOMO level (alpha / beta), eV: -10.07 / -11.05
⟨S²⟩: 0.75
2S+1: 2
Kohn-Sham gap (alpha / beta), hartree: 0.266 / 0.302

Each line ends with the Löwdin spin population.
CARTESIAN COORDINATES (ANGSTROEM)
C 2.80894 -2.06872 -3.41424  0.00
H -1.63871 -1.16795 -2.20672  0.00
H -0.01891 -0.08747 2.10869  0.00
C -7.04460 4.72513 1.30082  0.02
C 0.17911 -1.12173 -1.07780  0.00
H -6.63318 3.44677 -1.13599  0.00
C 6.93541 0.05877 -1.82896  0.00
H 3.58647 -0.30222 4.27118  0.00
C -8.04655 4.32022 0.22121  0.00
H 1.78704 3.43332 -2.35006  0.00
O -3.46158 -1.92410 -0.91652  0.00
H 4.72958 -1.88953 -1.13319  0.00
H -8.25501 2.80517 -1.30531  0.00
C -3.04815 -1.01797 0.10980  0.00
H 10.31990 1.38442 -0.44308  0.00
H -2.66223 -1.57444 0.95499  0.00
O 0.83859 -1.42138 -2.29416  0.00
C 1.68222 -0.67684 0.90784  0.00
H -5.79576 -3.02581 1.07780  0.00
H 4.61538 -0.00269 -2.68643  0.00
C 9.71336 0.69050 -1.00763  0.00
S -0.12877 -2.66994 -0.14886  0.00
N -6.27181 2.36014 1.45970  0.38
C -4.58699 -2.63461 -0.60991  0.00
H -1.49508 0.43578 0.40541  0.00
H 2.49478 0.02610 1.08384  0.00
H 3.53234 -4.03599 -0.90138  0.00
H -6.14238 5.10932 0.81382  0.00
C -8.44075 1.26428 0.82150  0.00
H 6.82477 -1.51760 -0.48353  0.00
H -8.23285 0.58940 1.65257  0.00
C 3.03257 -0.87408 3.53336  0.00
C -1.14591 -0.49102 -1.52398  0.00
H -8.88385 0.67299 0.02149  0.00
C 2.23898 -1.47959 -2.15551  0.00
C -6.66263 3.57546 2.23710  0.03
C -6.42872 0.88536 -0.50512  0.00
C 2.49344 2.77542 -1.85546  0.00
C 2.97149 -2.32829 4.01787  0.00
C -7.14767 1.94142 0.31916  0.03
H -4.68825 -4.30135 0.67107  0.00
H -7.45575 2.66592 4.04887  0.00
H 2.96552 -3.98422 -4.35032  0.00
H 4.32573 -4.29869 -2.48427  0.00
O 7.40776 1.32148 -1.67656  0.00
H -7.09228 0.50504 -1.27948  0.00
C 3.47591 -4.55283 -1.85743  0.00
H 0.55713 -1.73492 2.36891  0.00
H 1.94980 -2.60720 4.24111  0.00
H -8.21844 4.19101 3.61501  0.00
H -5.15448 3.21520 3.75572  0.00
O 2.23997 -4.27137 -2.45486  0.00
H -5.54996 1.27883 -1.01493  0.00
H -2.64927 0.79979 -0.83123  0.00
N 2.68270 -0.10083 -1.92680  0.00
O -5.43425 -2.82970 -1.48021  0.00
H -5.85800 4.83149 3.77503  0.00
H -9.20997 1.97032 1.12654  0.00
C -7.51476 3.12752 -0.57068  0.02
H 3.68340 -4.12590 3.37060  0.00
O 6.97552 -0.54233 -2.89701  0.00
C 6.31658 -0.56974 -0.60785  0.00
C 3.56182 -6.03749 -1.53185  0.00
C 0.86250 -0.71188 2.18578  0.00
H 9.00950 2.50990 -1.93414  0.00
O -5.04400 2.45842 1.06325  0.53
H -0.85716 0.37928 -2.11349  0.00
C 1.83221 0.54488 -1.10752  0.00
C -4.78427 -3.22898 0.76240  0.00
H 6.52468 -0.00698 0.29099  0.00
H 4.48928 -2.86838 2.81363  0.00
H 1.08180 -0.43269 4.28296  0.00
C 1.66848 -0.22386 3.39621  0.00
C 8.80850 1.45122 -1.98061  0.00
N 0.94319 -0.16238 -0.27254  0.00
H 2.44919 -2.15253 -1.32590  0.00
H -4.66679 4.41093 2.55041  0.00
N 1.72366 1.83536 -1.05254  0.00
F 2.35641 -6.50893 -1.12073  0.00
H 4.36001 1.10246 -1.39417  0.00
H -7.44629 5.54799 1.89357  0.00
H -3.93671 -0.50098 0.45775  0.00
O 4.05698 2.90015 0.02677  0.00
H 3.55822 -2.41228 4.92898  0.00
C -5.50976 4.03009 3.12406  0.00
F 4.44705 -6.23808 -0.52026  0.00
H -0.61736 -3.37668 -1.17303  0.00
H 3.05821 2.27280 -2.62196  0.00
H 9.15893 0.08581 -0.30299  0.00
H 2.17106 -1.62703 0.73227  0.00
H 2.52399 -1.46724 -4.26969  0.00
H -8.64930 2.72709 2.76971  0.00
C 3.36630 3.65400 -0.95155  0.00
H 10.37885 0.04151 -1.56067  0.00
H -6.11779 0.03992 0.11124  0.00
C 2.31231 -3.48855 -3.63518  0.00
H 4.37763 -0.88733 0.21516  0.00
N 3.54766 -3.20509 2.97084  0.00
H 3.62644 -0.82962 2.62718  0.00
C -7.81500 3.26285 3.20993  0.00
H -4.10619 -2.85594 1.51568  0.00
H 1.75691 0.85840 3.33312  0.00
H -8.21235 5.16081 -0.45451  0.00
H 3.50283 2.83071 0.79982  0.00
C -2.05557 -0.00379 -0.40830  0.00
H -9.01635 4.09173 0.67075  0.00
C 4.13773 0.09649 -1.71992  0.00
C 4.81907 -0.87231 -0.77182  0.00
H 1.04793 2.21115 -0.40761  0.00
H 1.31490 -3.48267 -4.04451  0.00
H 2.71222 4.36218 -0.44844  0.00
H 3.89322 -2.04277 -3.35268  0.00
H 9.00358 1.12187 -2.99291  0.00
F 3.95397 -6.76632 -2.60315  0.00
H 4.07075 4.22717 -1.53536  0.00

Cartesian forces (eV/Å) of the 6 atoms listed first:
C 0.2 0.1 0.1
H -0.2 -0.2 -0.1
H -0.3 0.0 -0.2
C -0.1 0.0 -0.5
C -1.5 -0.5 -0.6
H 0.1 -0.1 0.1

No. 2
The following is a quantum chemistry calculation of a single C20H29N3O3 molecule, from the OMol25 dataset.

Results
Structure (SMILES): O=C(NCCCN1CCOCC1)[C@H]1CC(=O)N(CCc2ccccc2)C1
Molar mass, g mol⁻¹: 359.5
E_LUMO, eV: 0.58
HOMO level, eV: -8.64
Kohn-Sham gap, hartree: 0.339

Each line ends with the Löwdin charge.
CARTESIAN COORDINATES (ANGSTROEM)
C -1.47436 1.39398 0.51408  -0.09
O 5.78837 -1.83462 0.11850  -0.13
C 3.56581 -1.11527 -0.56199  -0.16
C -1.14414 0.91959 -1.82074  -0.02
C -4.82635 -0.86771 3.73168  -0.05
H 4.49245 2.03575 -2.88911  0.11
C 3.27197 0.29828 -2.53089  -0.20
N -2.61457 0.70252 -0.03868  -0.06
C -6.67942 -2.53949 2.54363  -0.08
C 4.54176 -1.37018 0.58597  -0.19
H -4.10215 -0.21594 4.20026  0.11
H 0.99108 3.01522 -2.15761  0.14
H -7.40126 -3.19330 2.07640  0.10
H -1.23223 1.37837 -2.80389  0.13
H -7.79013 -2.35820 4.36577  0.10
H 5.30437 -1.58043 -2.53669  0.13
C -5.53654 -2.17240 1.85671  -0.04
H -1.00132 2.90832 -0.96863  0.15
C -6.89856 -2.07093 3.82818  -0.10
H 3.34226 -2.07145 -1.06840  0.13
C -4.59629 -1.33539 2.44477  -0.25
C -0.70162 1.88797 -0.71463  -0.19
H 3.46327 -0.23489 -3.47493  0.12
H -3.02383 -1.72533 1.04692  0.13
C 6.35337 -0.90601 -0.77386  -0.20
N 1.49712 2.55711 -1.41560  0.07
C -3.72524 0.28710 0.77451  -0.13
H 6.54344 0.04488 -0.25254  0.13
H 3.32655 2.08845 -0.61032  0.12
C -3.37884 -0.90810 1.67755  -0.13
H 2.64581 -0.69405 -0.15373  0.10
H 7.30044 -1.33474 -1.10686  0.12
H -2.58002 -0.62458 2.36528  0.11
H 3.28001 3.61085 -1.54372  0.12
C 5.42879 -0.64321 -1.96280  -0.17
H -4.52961 0.00499 0.09019  0.13
C 3.43807 1.80625 -2.73743  -0.16
C 2.94042 2.57132 -1.50952  -0.17
H 4.68009 -0.43515 1.14821  0.13
H 4.15782 -2.14248 1.25393  0.13
H -6.13383 -0.86619 5.42330  0.10
C 0.81122 1.83351 -0.50869  -0.47
C -2.49204 0.38694 -1.34282  -0.46
H -4.05803 1.13114 1.38832  0.13
H -0.46270 0.06856 -1.89866  0.13
N 4.15733 -0.14942 -1.47093  -0.18
H -1.80064 2.21250 1.16134  0.14
O -3.30475 -0.21268 -2.00937  0.07
C -5.96907 -1.23418 4.42098  -0.09
H -5.36726 -2.53912 0.85455  0.12
H 5.87942 0.10803 -2.61471  0.12
H 2.88678 2.12375 -3.62548  0.11
H 2.23880 0.09539 -2.23990  0.11
O 1.33354 1.18674 0.37478  0.06
H -0.83555 0.71793 1.09734  0.13

Cartesian forces (eV/Å) of the 6 atoms listed first:
C 0.3 0.0 0.3
O 0.1 -0.2 0.0
C 0.2 -0.1 0.3
C -0.1 0.0 0.0
C 0.0 0.0 0.0
H 0.1 0.0 -0.1